1.
Density functional theory data (ωB97M-V with the def2-TZVPD basis set) for a 2-piece molecular cluster, H3N3O overall at a distorted geometry.

Calculated values
Calculated total energy   -6557.82315 eV
SMILES   [H]/N=N\[H].N=O

ORCA input file:
```
! wB97M-V def2-TZVPD RIJCOSX def2/J DEFGRID3
* xyz 0 1
H 3.43681 -0.12051 0.06484
H -0.62730 -0.84242 0.31395
H -3.49509 0.31126 0.56190
N 2.42895 -0.42548 0.02204
N -1.69150 -0.32924 -0.11568
N -2.63137 0.19706 -0.02255
O 1.74288 0.56942 -0.01591
*
```

***

2.
Density functional theory data (ωB97M-V with the def2-TZVPD basis set) for one molecule with the formula H3N3O2 at a distorted geometry.

Calculated values
Calculated total energy   -8609.07115 eV
SMILES   NN[N+](=O)[O-]

ORCA input file:
```
! wB97M-V def2-TZVPD RIJCOSX def2/J DEFGRID3
* xyz 0 1
N -1.28750 0.18816 -0.20393
N -0.21402 -0.49378 0.27472
N 1.05532 0.04445 0.07800
O 1.16011 1.26182 0.12848
O 1.96924 -0.74915 -0.08500
H -1.84170 0.48047 0.67055
H -0.80526 0.85681 -0.76980
H -0.03619 -1.58878 -0.09303
*
```